Record 1
Computed, not measured: a cluster of 4 separate species, C6H10Br4Cl6 in total, with ωB97M-V/def2-TZVPD.

Calculated values
HOMO (alpha / beta): -0.4883 / -0.4849 Eh
charge: +1
ΔE to the lowest compared entry with this formula, charge and spin: 0.0 kcal/mol
spin multiplicity: 2

Each line ends with the Mulliken charge.
Element x y z (Å)
Br  -4.0480  1.2049  0.9787  -0.1222
Br  5.3631  -0.8565  -1.6960  -0.0852
Br  -0.0200  0.9633  -1.4539  0.0948
Br  1.2698  -3.2392  -1.7869  0.1937
Cl  0.1728  3.4645  2.1518  -0.1129
Cl  2.0948  5.6713  1.5933  -0.0940
Cl  -1.1373  -4.5159  0.9982  -0.1007
Cl  -3.2930  -2.6993  0.2180  -0.1262
Cl  -3.7003  -4.6401  2.4198  -0.0993
Cl  -0.3321  5.4089  -0.0062  -0.1272
C  -1.3322  0.7354  0.0097  -0.0922
C  0.3750  5.1775  1.6461  0.0243
C  -2.4898  -3.5489  1.6185  0.0338
C  2.6468  -1.8633  -1.3519  -0.3545
C  -2.6105  1.5379  -0.4250  -0.6299
C  3.9323  -2.1934  -2.0820  -0.7074
H  -3.0014  1.2693  -1.4064  0.4232
H  -0.8467  1.0987  0.9155  0.2401
H  -2.0641  -2.8216  2.3097  0.3068
H  -0.1659  5.8278  2.3335  0.3288
H  2.2934  -0.8541  -1.5632  0.2636
H  -1.5648  -0.2941  0.2817  0.1381
H  2.8714  -2.0122  -0.2957  0.4026
H  4.3336  -3.1642  -1.7913  0.4211
H  -2.4818  2.6195  -0.4652  0.3767
H  3.7350  -2.2761  -3.1508  0.4041

Record 2
Computed, not measured: a cluster of 9 separate species, C28H71N5O21S4 in total, with ωB97M-V/def2-TZVPD.

Calculated values
HOMO: -0.3191 Eh
charge: 0
spin multiplicity: 1

Each line ends with the Mulliken charge.
Element x y z (Å)
S  12.1116  18.6489  15.3927  1.0098
S  12.6689  8.3790  10.6082  1.0699
S  15.8900  15.3211  11.6143  1.1818
S  14.8434  13.0712  15.8041  0.9517
O  10.4943  18.3080  15.0386  -0.4530
O  12.9357  9.8738  11.4079  -0.2703
O  12.8274  8.5326  9.1564  -0.5031
O  10.7746  15.4174  16.3558  0.3471
O  8.7858  11.9828  11.5840  -0.0540
O  14.7529  14.2528  12.1679  -0.0317
O  13.7504  12.4420  15.1346  -0.4101
O  15.0786  15.3357  10.1390  -0.4748
O  11.9359  20.1838  14.7876  -0.4002
O  17.1513  14.6231  11.3851  -0.6064
O  11.7405  18.3536  10.8376  -0.5196
O  15.7060  16.5834  12.3136  -0.4994
O  12.9603  17.7772  14.5900  -0.2556
O  9.1777  12.5598  21.4064  -0.2910
O  11.4916  18.1906  22.7083  -0.3463
O  15.9615  12.1772  16.2623  -0.6159
O  15.4165  14.3434  14.9150  -0.1852
O  12.4022  18.7865  16.8152  -0.6562
O  11.0595  8.6065  10.9360  -0.3783
O  13.2248  7.1716  11.2538  -0.5395
O  14.2796  13.9991  17.0981  -0.3364
N  9.1521  16.0275  13.7886  -0.3567
N  10.8179  13.6171  10.3107  0.1101
N  13.2256  16.5767  20.6052  -0.3412
N  6.0185  14.6572  20.6872  -0.6534
N  8.9670  15.9730  10.5551  -0.2655
C  11.1322  17.1383  11.1747  0.6601
C  15.4460  15.4794  15.7760  -0.4139
C  8.7740  18.3243  10.6791  -1.4193
C  11.0947  18.6402  24.0380  -0.7764
C  9.7288  14.7219  14.1748  0.9301
C  12.0046  10.1845  12.3634  0.2913
C  12.0751  16.1356  21.3149  0.7903
C  10.7451  15.6313  17.7841  -1.2883
C  8.5951  12.4380  10.2486  -0.9553
C  14.3577  13.2939  11.2335  0.7636
C  10.7777  11.5933  8.9179  -1.4673
C  14.5125  14.0725  9.8876  -0.3467
C  9.7668  19.4667  14.9348  -0.4455
C  13.1478  18.5639  11.1190  -0.3385
C  14.3189  15.4334  16.8311  0.6355
C  11.1067  14.6330  13.4511  0.1777
C  7.6204  11.4910  12.1697  -0.9295
C  7.7506  12.9066  21.5137  -0.7387
C  7.3762  14.1035  20.4805  0.1399
C  9.8170  17.1432  10.3478  -0.0846
C  10.7704  9.3738  12.0568  0.2710
C  9.9713  12.7445  9.4923  0.2597
C  9.8108  14.6105  15.7660  -1.4715
C  12.1891  14.6397  21.5136  -1.5320
C  8.3117  15.3344  20.6650  -0.3387
C  9.4927  11.7899  20.2132  -0.6268
C  10.6643  20.4418  14.1934  -0.1952
C  11.8418  16.7772  22.7625  -1.1816
H  11.2005  16.3642  20.7059  -0.0785
H  12.5030  14.1408  20.5968  0.2161
H  10.5493  21.5148  14.3472  0.3673
H  9.3217  19.2617  10.7756  0.3712
H  15.1222  13.5902  9.1236  0.3139
H  9.0152  13.9418  13.9096  0.2713
H  8.0651  15.7501  21.6419  0.4270
H  11.1756  16.2705  23.4607  0.5713
H  10.1519  18.1557  24.2919  0.3088
H  10.5975  13.3247  11.2520  -0.3244
H  12.4958  9.8347  13.2714  0.4432
H  8.3863  18.2505  11.6951  0.2628
H  9.9684  16.3572  18.0248  0.3247
H  10.4725  20.1744  13.1542  0.0639
H  9.8410  16.5445  14.3162  -0.3521
H  8.9494  15.7830  11.5469  0.0536
H  7.4281  13.6613  19.4856  0.2924
H  5.9646  15.3175  21.4495  0.2934
H  7.8772  13.2539  10.1646  0.4925
H  5.7171  15.0697  19.8159  0.2653
H  8.2305  11.6728  9.5633  0.4012
H  11.0179  17.0640  12.2562  -0.2772
H  11.2084  14.2499  21.7865  0.3634
H  13.4029  15.8123  16.3777  -0.5265
H  8.0710  16.1117  10.1100  0.3154
H  11.7244  13.7815  13.7366  0.4533
H  13.7021  17.7365  10.6760  0.1384
H  7.0814  12.0754  21.2913  0.3359
H  10.8924  19.7109  24.0645  0.2676
H  9.3527  15.0525  20.8234  -0.4803
H  12.6773  16.6242  23.4455  0.4231
H  14.4363  15.9769  17.7686  0.3371
H  16.4396  15.5449  16.2193  0.2031
H  10.5803  11.7395  20.1615  0.2187
H  9.1509  10.7669  20.3704  0.3058
H  11.7651  15.4420  13.7673  -0.1385
H  11.8599  16.4619  10.7265  0.0271
H  8.1669  15.9622  19.7858  0.2616
H  11.8141  11.2449  12.5292  -0.4643
H  10.0157  17.2902  9.2862  0.3953
H  9.0882  12.2066  19.2908  0.2395
H  10.4009  14.5363  10.3463  0.1026
H  8.8077  19.2584  14.4606  0.4929
H  11.7999  18.3881  24.8300  0.3056
H  9.5081  13.2991  8.6763  0.2512
H  9.9118  10.0203  11.8752  -0.2139
H  8.3275  16.1562  14.3574  0.3854
H  7.2269  10.5949  11.6900  0.2967
H  9.5181  19.9123  15.8980  0.2204
H  10.1856  10.8636  8.3656  0.4355
H  13.2992  17.5670  20.7895  0.2723
H  15.4758  16.2698  15.0260  0.3287
H  8.0186  18.5201  9.9181  0.4400
H  11.2505  11.0222  9.7169  0.2128
H  14.0615  16.0792  20.8771  0.2710
H  10.4303  8.6623  12.8093  0.3347
H  13.3113  13.0187  11.3660  -0.6856
H  13.4965  19.5097  10.7042  0.3216
H  9.9849  13.5829  16.0851  0.5590
H  13.3003  18.5596  12.1982  0.0685
H  7.8927  11.2055  13.1858  0.2419
H  11.5444  12.0283  8.2767  0.3769
H  11.6513  16.0518  18.2202  0.1867
H  14.9823  12.4008  11.2540  0.2024
H  7.5455  13.3784  22.4747  0.3355
H  13.4850  14.2278  9.5584  0.1933
H  10.5610  14.7139  18.3431  0.4467
H  11.0719  14.5849  12.3627  -0.6892
H  6.8583  12.2701  12.1534  0.3305
H  8.8118  14.8604  16.1235  0.4454
H  12.9605  14.4230  22.2526  0.5513

Record 3
Computed, not measured: an isolated molecule of C4H5NO2, with ωB97M-V/def2-TZVPD.

Calculated values
HOMO: -0.3557 Eh
charge: 0
ΔE to the lowest compared entry with this formula, charge and spin: 61.1 kcal/mol
spin multiplicity: 1

Each line ends with the Mulliken charge.
Element x y z (Å)
O  -0.1344  1.7544  -0.0629  -0.4248
O  1.0054  -0.4510  2.2147  -0.6322
N  -0.5782  -0.9211  0.5401  -0.1515
C  -0.7649  -0.4806  -0.8395  -0.5667
C  0.4026  -0.2558  1.1687  0.2516
C  0.2050  0.7167  -0.9613  -0.2180
C  0.9135  0.8541  0.3546  0.2032
H  -1.0370  -1.7071  0.9676  0.1881
H  -0.5027  -1.2849  -1.5381  0.3036
H  -1.8087  -0.1903  -1.0224  0.2781
H  0.5226  1.0198  -1.9613  0.4033
H  1.7539  0.9112  1.1801  0.3652

Record 4
Computed, not measured: an isolated molecule of C4H4N2O, with ωB97M-V/def2-TZVPD.

Calculated values
HOMO: -0.3428 Eh
charge: 0
ΔE to the lowest compared entry with this formula, charge and spin: 26.3 kcal/mol
spin multiplicity: 1

Each line ends with the Mulliken charge.
Element x y z (Å)
O  0.2870  -1.2014  -2.0933  -0.5395
N  0.0039  1.1476  1.4820  -0.5401
N  -0.8103  0.4553  -0.4509  -0.0802
C  0.2075  -0.1942  1.3699  -0.1937
C  -0.2130  -0.6529  0.1247  -0.0072
C  0.5014  -1.3999  -0.9080  0.1537
C  -0.5110  1.5045  0.3161  -0.1539
H  -0.3669  2.4649  -0.1477  0.3415
H  1.3484  -2.0177  -0.5723  0.3219
H  0.6872  -0.7364  2.1786  0.4143
H  -1.0702  0.4525  -1.4270  0.2832

- What is the spin multiplicity in the fourth record?
  1

- What is the charge in the fourth record?
  0